1.
Here is the molecule C6H10O from OMol25. Energies are from ωB97M-V/def2-TZVPD.

Structure (XYZ):
```
17
Properties=species:S:1:pos:R:3:forces:R:3:lowdin_charge:R:1
C 1.099010 1.499134 1.182594 -0.025 0.044 -0.010 -0.091
C 1.160195 0.170645 0.487024 -0.072 -0.070 -0.132 -0.121
C 0.292441 -0.333324 -0.393789 0.167 0.040 0.164 -0.316
C 0.524377 -1.666151 -1.063054 0.013 -0.077 -0.016 -0.064
C -1.019325 0.352306 -0.728562 0.004 0.102 -0.013 -0.126
C -2.033061 -0.063667 0.325458 0.014 0.113 0.299 -0.246
O -2.026379 0.369981 1.451842 -0.095 -0.137 -0.514 0.057
H 2.071902 1.999562 1.112225 -0.131 -0.062 0.037 0.073
H 0.341654 2.163915 0.759351 0.101 -0.113 0.083 0.063
H 0.865056 1.382487 2.246863 0.031 -0.020 -0.140 0.081
H 2.028102 -0.442920 0.732957 -0.075 0.081 -0.097 0.107
H 0.942886 -1.526583 -2.068502 -0.107 -0.013 0.117 0.083
H 1.222793 -2.285465 -0.492470 -0.069 0.114 -0.092 0.077
H -0.409004 -2.229268 -1.184077 0.124 0.074 0.067 0.077
H -1.371773 0.064593 -1.725781 0.068 0.009 0.159 0.113
H -0.929512 1.442328 -0.693362 0.009 -0.155 0.017 0.111
H -2.775065 -0.832772 0.021950 0.042 0.070 0.070 0.122
```
Forces are in eV/Å.

## Properties
relative energy (zero: lowest compared OMol25 entry of this formula, charge and spin) = 11.41 kcal/mol
HOMO = -8.964 eV
E_LUMO = 0.0357 hartree
structure (SMILES) = C/C=C(/C)CC=O
spin multiplicity = 1
frontier orbital gap = 9.9358 eV
E = -8430.746 eV

=====

2.
Here is the molecule C6H10O from OMol25. Energies are from ωB97M-V/def2-TZVPD.

Structure (XYZ):
```
17
Properties=species:S:1:pos:R:3:forces:R:3:lowdin_charge:R:1
C 2.126728 0.031223 -0.271641 0.025 0.012 -0.019 -0.046
C 0.685331 -0.077405 0.115221 0.322 -0.402 0.456 -0.247
C 0.111117 -1.248010 0.613376 0.036 0.131 -0.208 -0.149
C -1.234986 -1.277524 0.919436 0.069 -0.303 0.355 0.050
C -1.169128 0.397505 -1.095469 -0.332 0.437 -0.597 0.090
C -0.252795 1.037174 -0.110183 0.240 0.028 -0.307 -0.458
O -0.826123 1.571086 1.095669 -0.266 0.078 -0.126 -0.052
H 2.699526 0.557245 0.503798 -0.097 -0.052 -0.087 0.089
H 2.240734 0.606090 -1.197600 -0.006 -0.076 0.121 0.084
H 2.582474 -0.954390 -0.410313 -0.087 0.142 0.021 0.079
H 0.675695 -2.178721 0.554721 -0.072 0.141 0.019 0.110
H -1.740545 -0.398263 1.286954 0.003 -0.154 -0.137 0.051
H -1.757829 -2.228444 0.994430 0.090 0.132 0.025 0.068
H -1.071166 -0.634465 -1.381091 -0.039 0.113 0.112 0.039
H -1.617699 1.042666 -1.858611 0.018 -0.094 0.163 0.056
H 0.260752 1.874795 -0.613803 -0.059 -0.129 0.078 0.142
H -1.712080 1.879435 0.855109 0.155 -0.003 0.131 0.093
```
Forces are in eV/Å.

## Properties
relative energy (zero: lowest compared OMol25 entry of this formula, charge and spin) = 82.70 kcal/mol
HOMO (spin up / spin down) = -7.640 / -8.334 eV
E_LUMO (spin up / spin down) = 0.0008 / -0.0012 hartree
spin multiplicity = 1
frontier orbital gap (spin up / spin down) = 7.6606 / 8.3025 eV
E = -8427.654 eV

=====

3.
Here is the molecule C6H10O from OMol25. Energies are from ωB97M-V/def2-TZVPD.

Structure (XYZ):
```
17
Properties=species:S:1:pos:R:3:forces:R:3:lowdin_charge:R:1
O 2.365623 -0.338928 -0.450656 1.614 3.374 0.412 -0.095
C 1.238894 0.115223 0.337387 -1.123 -3.575 3.685 -0.379
C 0.180631 -1.079329 0.164548 0.682 -2.606 5.167 -0.164
C -1.208052 -0.564269 0.434796 3.123 2.657 3.646 -0.279
C -2.437917 -0.084111 -0.196168 -0.660 -1.185 -1.592 -0.056
C -1.080617 0.621166 -0.454502 1.375 1.271 -2.261 -0.216
C 0.299660 1.360242 0.134979 1.055 0.532 1.508 -0.082
H 3.193168 0.286135 -0.259685 -2.794 -1.987 -0.568 0.155
H 1.596759 0.032126 1.472045 -0.610 0.592 -2.255 0.158
H 0.361199 -1.374020 -0.742671 0.307 -1.333 -5.789 0.034
H 0.460768 -2.100781 0.654774 -0.157 1.961 0.241 0.142
H -0.996818 0.086776 1.392537 -1.250 -1.954 -0.791 0.156
H -2.809572 -0.883302 -0.958048 0.655 2.224 0.545 0.139
H -3.274886 0.375140 0.322139 0.419 -0.285 0.509 0.090
H -0.763869 0.300247 -1.495494 -0.236 0.533 1.191 0.136
H 0.927782 1.882553 -0.607279 -1.118 0.852 0.111 0.088
H 0.424892 1.893023 1.300684 -1.281 -1.071 -3.758 0.173
```
Forces are in eV/Å.

## Properties
relative energy (zero: lowest compared OMol25 entry of this formula, charge and spin) = 143.06 kcal/mol
HOMO = -8.903 eV
E_LUMO = 0.0281 hartree
structure (SMILES) = OC1C[C@@H]2C[C@H]2C1
spin multiplicity = 1
frontier orbital gap = 9.6686 eV
E = -8425.037 eV

=====

4.
Here is the molecule C6H10O from OMol25. Energies are from ωB97M-V/def2-TZVPD.

Structure (XYZ):
```
17
Properties=species:S:1:pos:R:3:forces:R:3:lowdin_charge:R:1
C 0.490517 -1.286039 -1.072662 1.255 0.753 0.457 -0.082
C -0.724583 -0.419371 -1.141985 0.606 1.495 0.282 -0.241
C -1.626689 -0.173925 0.008545 -0.386 -0.260 0.236 -0.127
C -0.651277 0.931068 -0.167976 0.529 -0.767 -1.428 -0.199
C 0.638439 1.102440 0.567025 1.238 -0.965 -0.943 -0.163
C 0.868980 0.421532 1.874706 0.053 -0.331 0.072 -0.264
O 0.377222 -0.634700 2.207946 0.128 0.542 -0.007 0.035
H 0.471763 -2.038407 -0.276517 -0.157 -0.002 -0.324 0.086
H 1.384768 -0.594983 -0.756592 -1.037 -1.712 -0.994 0.065
H 0.794740 -1.710361 -2.036624 -0.312 -0.036 0.288 0.079
H -1.057529 -0.149040 -2.142561 -0.134 -0.172 0.292 0.121
H -2.655288 0.068573 -0.225735 -0.044 -0.058 0.101 0.106
H -1.484363 -0.806250 0.872627 -0.126 -0.038 -0.003 0.098
H -0.976129 1.818470 -0.708601 -0.074 -0.207 0.271 0.123
H 1.002131 2.137636 0.559792 -0.159 -0.306 0.140 0.115
H 1.480181 0.445722 -0.050671 -1.272 2.084 1.447 0.128
H 1.667116 0.887636 2.489283 -0.109 -0.018 0.113 0.119
```
Forces are in eV/Å.

## Properties
relative energy (zero: lowest compared OMol25 entry of this formula, charge and spin) = 43.45 kcal/mol
HOMO = -9.075 eV
E_LUMO = 0.0363 hartree
structure (SMILES) = C[C@H]1C[C@H]1CC=O
spin multiplicity = 1
frontier orbital gap = 10.0621 eV
E = -8429.356 eV

=====

5.
Here is the molecule C6H10O from OMol25. Energies are from ωB97M-V/def2-TZVPD.

Structure (XYZ):
```
17
Properties=species:S:1:pos:R:3:forces:R:3:lowdin_charge:R:1
C 0.946730 1.938265 0.748120 -0.087 -0.038 -0.036 0.023
C -0.098952 1.393037 0.131590 0.123 0.050 0.048 -0.117
C -0.399352 -0.051596 -0.112175 -0.070 0.100 0.037 -0.431
C -1.880929 -0.379501 -0.050292 -0.051 -0.032 -0.006 -0.043
C 0.426528 -0.754482 -1.180267 0.064 -0.028 -0.217 -0.029
C 0.536704 -1.166459 0.255753 -0.297 -0.113 -0.034 -0.313
O 1.701269 -0.916904 0.983965 0.259 -0.118 -0.107 -0.019
H 1.730959 1.338133 1.193466 -0.122 0.099 -0.059 0.050
H 1.035893 3.019332 0.810817 -0.048 -0.139 0.002 0.053
H -0.854207 2.060097 -0.290624 0.102 -0.091 0.058 0.103
H -2.259135 -0.285097 0.973624 0.053 0.003 -0.121 0.088
H -2.081113 -1.399777 -0.394464 0.064 0.125 0.068 0.081
H -2.458705 0.301382 -0.686389 0.108 -0.083 0.063 0.082
H 1.253599 -0.173179 -1.578649 -0.104 -0.085 0.070 0.116
H -0.058796 -1.421571 -1.888166 0.021 0.101 0.119 0.105
H 0.041686 -2.100733 0.529956 0.077 0.157 -0.028 0.145
H 2.417820 -1.400946 0.553737 -0.091 0.093 0.143 0.105
```
Forces are in eV/Å.

## Properties
relative energy (zero: lowest compared OMol25 entry of this formula, charge and spin) = 30.30 kcal/mol
HOMO = -9.013 eV
E_LUMO = 0.0344 hartree
structure (SMILES) = C=C[C@@]1(C)C[C@H]1O
spin multiplicity = 1
frontier orbital gap = 9.9490 eV
E = -8429.926 eV

=====

6.
Here is C6H10O as an isolated structure from OMol25. Energies are from ωB97M-V/def2-TZVPD.

Structure (XYZ):
```
17
Properties=species:S:1:pos:R:3:forces:R:3:lowdin_charge:R:1
C -1.539598 1.667004 -0.592123 0.019 0.066 0.065 -0.100
C -1.185187 0.183420 -0.589416 0.036 -0.020 0.005 -0.205
C -0.383979 -0.289494 0.617411 -0.293 0.083 -0.030 -0.286
O -0.174039 -1.728998 0.522482 -0.146 -0.256 -0.263 -0.044
C 1.228743 -1.540835 0.676372 0.200 -0.393 0.134 -0.269
C 1.853163 -0.685737 -0.367727 0.064 -0.112 -0.226 -0.041
C 1.117902 -0.054825 0.782518 -0.002 -0.237 0.410 -0.138
H -0.641682 2.291686 -0.641403 -0.090 -0.068 0.029 0.075
H -2.098239 1.947040 0.307999 0.087 -0.031 -0.089 0.072
H -2.165780 1.914870 -1.456893 0.131 -0.055 0.154 0.071
H -0.664164 -0.082280 -1.516905 -0.007 0.038 0.191 0.106
H -2.102747 -0.420785 -0.583251 0.131 0.093 -0.006 0.120
H -0.917297 -0.013689 1.537139 0.007 -0.275 -0.058 0.151
H 1.788476 -2.204981 1.327158 -0.218 0.007 -0.111 0.147
H 2.931921 -0.561151 -0.374808 -0.159 -0.231 0.069 0.108
H 1.380896 -0.710230 -1.344554 0.115 0.256 0.069 0.103
H 1.571611 0.288983 1.696000 0.125 1.133 -0.343 0.131
```
Forces are in eV/Å.

## Properties
relative energy (zero: lowest compared OMol25 entry of this formula, charge and spin) = 46.45 kcal/mol
HOMO = -9.030 eV
E_LUMO = 0.0425 hartree
spin multiplicity = 1
frontier orbital gap = 10.1849 eV
E = -8429.226 eV

=====

> Look up the E of the fourth one.

-8429.356 eV

=====

> What is the spin multiplicity in the third record?

1

=====

> Which formula does entry 3 have?

C6H10O